Formula: C10H15N5
Source: the Open Molecules 2025 dataset
Level of theory: the ωB97M-V functional and the def2-TZVPD basis

Geometry as XYZ:
```
30
C10H15N5 (the ωB97M-V functional and the def2-TZVPD basis)
N 3.96 -0.43 -2.25
N 3.48 0.80 -1.97
N 3.04 -2.51 -2.38
N -0.36 -0.95 -0.97
N 0.82 -2.82 -1.52
C -0.40 -0.22 0.26
C 2.98 -1.25 -2.09
C -2.03 1.55 1.64
C 0.85 -1.45 -1.30
C -3.30 0.62 1.76
C 1.91 -3.29 -2.16
C 2.13 0.72 -1.62
C 1.89 -0.67 -1.61
C -1.32 1.15 0.31
C -1.10 1.44 2.98
H -0.98 -1.76 -0.77
H -0.62 -0.87 1.15
H -0.82 2.01 -0.03
H 1.37 1.52 -1.45
H -4.09 0.98 2.42
H 1.90 -4.39 -2.51
H -3.70 0.56 0.71
H -2.89 -0.37 2.09
H -2.42 2.58 1.45
H -1.39 2.18 3.66
H 0.65 0.19 0.52
H -2.13 1.02 -0.47
H 3.95 1.66 -2.18
H -0.07 1.50 2.78
H -1.29 0.52 3.55
```

Calculated values
LUMO level (eV): 0.00
HOMO (eV): -8.36
SMILES: CC(C)CCNc1ncnc2n[nH]cc12
2S+1: 1
Gap between HOMO and LUMO (eV): 8.36


Formula: C2H6N4O2
Source: the Open Molecules 2025 dataset
Level of theory: the ωB97M-V functional and the def2-TZVPD basis

Geometry as XYZ:
```
14
C2H6N4O2 (the ωB97M-V functional and the def2-TZVPD basis)
O -0.81 2.65 -0.92
O 0.88 1.25 -1.27
N -0.18 1.31 0.62
N 0.76 0.45 1.13
N -0.03 1.78 -0.63
N 1.24 -0.63 0.46
C 0.00 -1.34 0.01
C -1.22 -0.68 -0.42
H -1.41 -0.44 -1.45
H -0.16 -1.86 0.90
H 1.80 -0.29 -0.27
H 0.75 0.49 2.15
H -1.98 -0.59 0.36
H 0.38 -2.12 -0.67
```

Calculated values
LUMO level (spin up / spin down) (eV): -1.53 / -0.69
HOMO (spin up / spin down) (eV): -9.24 / -9.32
2S+1: 1
Gap between HOMO and LUMO (spin up / spin down) (eV): 7.72 / 8.63


Formula: C6H15NO
Source: the Open Molecules 2025 dataset
Level of theory: the ωB97M-V functional and the def2-TZVPD basis

Geometry as XYZ:
```
23
C6H15NO (the ωB97M-V functional and the def2-TZVPD basis)
O 0.97 1.52 2.37
N 0.46 1.06 -1.74
C -0.85 -2.86 0.81
C 0.43 -0.29 -1.49
C 0.19 -2.43 -0.25
C -1.11 2.18 -0.20
C 0.34 2.06 -0.69
C 0.31 -0.94 -0.34
H -1.26 2.88 0.62
H -1.38 1.22 0.25
H -0.16 -2.86 -1.20
H 0.95 1.71 0.14
H -1.77 2.34 -1.05
H 0.42 -0.89 -2.40
H 1.27 2.39 2.67
H 0.42 -0.47 0.64
H -0.45 -2.92 1.82
H 1.11 -2.96 0.01
H 0.48 1.35 -2.70
H -1.20 -3.86 0.57
H -1.71 -2.20 0.80
H 1.78 0.99 2.43
H 0.75 3.00 -1.06
```

Calculated values
LUMO level (eV): 0.73
HOMO (eV): -7.29
SMILES: CC/C=C/NCC.O
2S+1: 1
Gap between HOMO and LUMO (eV): 8.02


Formula: C4H10S2Si
Source: the Open Molecules 2025 dataset
Level of theory: the ωB97M-V functional and the def2-TZVPD basis

Geometry as XYZ:
```
17
C4H10S2Si (the ωB97M-V functional and the def2-TZVPD basis)
S 1.33 1.63 -0.05
S 4.05 -0.77 -0.35
Si -0.39 0.36 -0.18
C 3.29 -0.02 0.77
C 0.11 -1.19 -1.17
C -0.92 -0.37 1.45
C -1.83 1.52 -0.85
H -1.66 2.30 -1.63
H -2.36 1.95 0.07
H -0.09 -1.19 1.80
H -2.58 0.83 -1.26
H -1.82 -0.84 1.30
H -1.02 0.35 2.27
H -0.20 -1.99 -0.46
H 3.28 -0.09 1.84
H 1.19 -1.10 -1.34
H -0.38 -1.38 -2.22
```

Calculated values
LUMO level (spin up / spin down) (eV): -1.37 / -1.07
HOMO (spin up / spin down) (eV): -8.38 / -8.66
2S+1: 1
Gap between HOMO and LUMO (spin up / spin down) (eV): 7.01 / 7.59


Formula: CHN4O2
Source: the Open Molecules 2025 dataset
Level of theory: the ωB97M-V functional and the def2-TZVPD basis

Geometry as XYZ:
```
8
CHN4O2 (the ωB97M-V functional and the def2-TZVPD basis)
O 0.65 1.22 -1.95
O 1.99 0.15 -0.48
N -1.41 0.47 0.08
N -0.13 -0.65 1.16
N -0.27 0.01 -0.32
N -1.43 -0.09 1.26
C 0.94 0.54 -0.96
H -0.34 -1.66 1.22
```

Calculated values
LUMO level (eV): 4.58
HOMO (eV): -5.02
SMILES: O=C([O-])n1nn[nH]1
Charge: -1
2S+1: 1
Gap between HOMO and LUMO (eV): 9.61


Formula: C6H12N2O
Source: the Open Molecules 2025 dataset
Level of theory: the ωB97M-V functional and the def2-TZVPD basis

Geometry as XYZ:
```
21
C6H12N2O (the ωB97M-V functional and the def2-TZVPD basis)
O -0.86 -0.39 2.70
N 1.66 -2.09 0.29
N 0.60 -1.25 0.40
C 0.34 -0.39 -0.55
C -0.60 0.83 1.88
C -0.93 0.37 -0.53
C -1.52 0.91 0.67
C 1.07 -0.31 -1.88
C -0.88 1.84 -0.34
H -2.63 0.94 0.78
H 0.11 2.27 -0.37
H 1.44 -1.36 -2.43
H -0.76 1.51 2.67
H -1.64 -0.22 -1.21
H 2.19 0.16 -1.69
H 2.01 -2.19 -0.80
H -0.39 -1.08 2.07
H 0.42 0.80 1.42
H 1.23 -3.11 0.61
H 0.61 0.43 -2.53
H -1.47 2.32 -1.16
```

Calculated values
LUMO level (eV): 0.71
HOMO (eV): -8.93
SMILES: C/C(=N\N)[C@@H]1C[C@@H]1CO
2S+1: 1
Gap between HOMO and LUMO (eV): 9.64


Formula: C3H9N3S
Source: the Open Molecules 2025 dataset
Level of theory: the ωB97M-V functional and the def2-TZVPD basis

Geometry as XYZ:
```
16
C3H9N3S (the ωB97M-V functional and the def2-TZVPD basis)
S 2.61 0.32 -0.55
N -1.90 -0.17 -0.99
N 0.28 2.16 0.30
N -1.35 0.51 0.15
C 0.02 0.97 0.00
C 0.50 -1.24 0.67
C 0.80 -0.26 -0.44
H 0.52 -0.48 -1.44
H 1.02 -2.25 0.56
H -2.01 1.19 0.59
H 1.32 2.50 0.28
H -2.60 0.64 -1.41
H 3.20 -0.83 0.53
H -0.69 -1.36 0.50
H 0.66 -0.65 1.64
H -2.39 -1.04 -0.39
```

Calculated values
LUMO level (eV): 0.47
HOMO (eV): -8.95
SMILES: [H]/N=C(/NN)[C@H](C)S
2S+1: 1
Gap between HOMO and LUMO (eV): 9.42


Formula: C17H16N4O3S
Source: the Open Molecules 2025 dataset
Level of theory: the ωB97M-V functional and the def2-TZVPD basis

Geometry as XYZ:
```
41
C17H16N4O3S (the ωB97M-V functional and the def2-TZVPD basis)
S -4.41 1.01 0.46
O 2.51 -3.44 0.14
O 1.91 2.96 -0.22
O 1.87 1.00 -1.32
N -2.08 0.30 -0.35
N -6.05 -2.25 -0.68
N -2.16 2.42 0.70
N -2.37 -1.83 -1.34
C 1.21 -2.66 1.92
C 0.28 -1.80 2.46
C -2.71 1.33 0.29
C -5.23 -1.47 -0.51
C 2.98 -3.32 -1.18
C -2.88 -0.76 -0.67
C -0.64 0.32 -0.54
C 0.01 -0.74 0.33
C 0.94 -1.61 -0.22
C 1.57 -2.56 0.58
C -0.07 1.69 -0.19
C -0.83 2.62 0.43
C 3.25 3.18 -0.62
C -0.36 3.97 0.88
C 1.31 1.83 -0.63
C -0.32 -0.83 1.67
C -4.19 -0.57 -0.32
H 3.61 2.32 -1.19
H -1.03 -0.14 2.10
H 0.02 4.54 0.04
H -1.40 -2.05 -1.18
H 1.70 -3.41 2.53
H 3.29 4.08 -1.23
H 1.20 -1.50 -1.27
H 3.86 3.31 0.28
H 0.02 -1.87 3.51
H -2.99 -2.63 -1.42
H -1.20 4.49 1.33
H 3.79 -4.03 -1.27
H -0.42 0.10 -1.60
H 3.36 -2.31 -1.38
H 0.44 3.87 1.60
H 2.20 -3.57 -1.91
```

Calculated values
LUMO level (eV): -0.10
HOMO (eV): -7.83
SMILES: COC(=O)C1=C(C)N=C2SC(C#N)=C(N)N2[C@@H]1c1cccc(OC)c1
2S+1: 1
Gap between HOMO and LUMO (eV): 7.73


The records above give, respectively, relative energy (zero: lowest compared OMol25 entry of this formula, charge and spin) values of 189.54, 807.34, 162.35, 260.30, 317.71, 445.46, 411.72, 244.34 kJ/mol.